1.
# C2H7OPS2

The molecule C2H7OPS2 in a non-equilibrium geometry (ωB97M-V/def2-TZVPD, the Open Molecules 2025 dataset).

Structure (XYZ):
```
13
Properties=species:S:1:pos:R:3:forces:R:3
C 0.91009 1.67112 1.25603 1.5 0.0 -2.2
O 0.53684 0.76016 0.20304 -1.3 -0.2 -2.3
P -0.31505 -0.61451 0.18255 -0.3 1.2 1.3
C 0.07872 -1.53255 -1.38446 -3.1 5.6 -0.8
S 0.14963 -1.58667 1.78509 -0.4 -0.4 -0.1
S -2.48874 0.07318 0.16595 1.7 -0.7 0.0
H 0.73583 1.12114 2.11849 0.7 -0.9 2.1
H 0.30206 2.58556 1.38421 0.2 -0.3 -1.0
H 2.00173 1.83017 0.89068 -1.8 0.3 1.7
H -0.33848 -2.43016 -1.23074 -1.5 -3.4 0.3
H -0.35269 -0.98001 -2.29960 0.6 -1.0 1.4
H 1.08230 -1.54136 -1.43727 3.6 -0.2 -0.2
H -2.48756 -0.03336 1.51571 0.0 0.0 -0.4
```
Positions in Å, forces in eV/Å.

The value obtained for the HOMO energy is -0.3252 Eh. The relative energy (zero: lowest compared OMol25 entry of this formula, charge and spin) comes out at 93.7 kJ/mol. Its spin multiplicity is 1. For the LUMO energy, the calculation gives 0.48 eV. The electronic energy comes out at -1293.3761 Ha. The structure (SMILES) is CO[P@@](C)(=S)S.


2.
# C2H7OS

A 2-piece molecular cluster, C2H7OS overall in a non-equilibrium geometry (ωB97M-V/def2-TZVPD, the Open Molecules 2025 dataset).

Structure (XYZ):
```
11
Properties=species:S:1:pos:R:3:forces:R:3
C 1.23521 0.64500 1.04487 0.0 -1.3 0.3
C 0.26428 -0.55761 0.98211 0.1 0.5 -0.9
S -1.40220 -0.02434 0.38846 0.3 -0.2 0.4
H 0.71682 1.38008 1.65547 0.3 0.4 -0.1
H 1.51574 1.00628 0.06009 -0.4 0.3 -0.1
H 2.17513 0.31579 1.51565 0.0 0.2 0.2
H 0.30728 -1.03698 1.96198 -0.5 0.0 0.2
H 0.61505 -1.31443 0.27221 0.2 0.1 0.1
H -1.38089 0.44917 -2.36825 0.2 0.1 0.6
H -2.24498 -0.75920 -2.48143 0.1 0.1 0.2
O -1.80145 -0.10376 -3.03117 -0.3 -0.2 -0.6
```
Positions in Å, forces in eV/Å.

The value obtained for the HOMO energy is -0.0942 Eh. The relative energy (zero: lowest compared OMol25 entry of this formula, charge and spin) comes out at 17.2 kJ/mol. Its spin multiplicity is 1. For the LUMO energy, the calculation gives 4.40 eV. The electronic energy comes out at -553.8574 Ha. The charge is -1.


3.
# C2H7OS

A 2-piece molecular cluster, C2H7OS overall (ωB97M-V/def2-TZVPD, the Open Molecules 2025 dataset).

Structure (XYZ):
```
11
Properties=species:S:1:pos:R:3:forces:R:3
C -0.28959 1.53356 0.20897 0.7 0.6 0.0
S 1.40219 2.23438 0.46245 -0.3 -0.2 -0.3
H -0.11760 0.69490 -0.45379 -0.3 -0.3 0.2
H -0.92629 2.30024 -0.23300 0.0 0.0 0.0
H -0.68567 1.21240 1.16461 0.0 -0.2 0.0
H 2.02877 1.22202 -0.17408 -0.1 0.1 0.3
C -0.26546 -1.81910 -0.17504 -0.2 -0.7 -0.6
O 0.79816 -1.20625 0.33629 0.3 0.3 0.2
H -0.05451 -2.42608 -1.11844 -0.1 0.3 0.1
H -1.12229 -1.14043 -0.47903 0.0 -0.1 0.0
H -0.76771 -2.60564 0.46108 0.1 0.2 0.2
```
Positions in Å, forces in eV/Å.

The value obtained for the HOMO energy is -0.0852 Eh. The relative energy (zero: lowest compared OMol25 entry of this formula, charge and spin) comes out at 197.7 kJ/mol. Its spin multiplicity is 1. For the LUMO energy, the calculation gives 3.67 eV. The electronic energy comes out at -553.7886 Ha. The charge is -1.


4.
# C2H7OS

A 2-piece molecular cluster, C2H7OS overall (ωB97M-V/def2-TZVPD, the Open Molecules 2025 dataset).

Structure (XYZ):
```
11
Properties=species:S:1:pos:R:3:forces:R:3
C 1.76323 0.89428 0.17010 -0.2 0.0 0.4
C 0.26136 1.18713 0.05413 0.4 -0.3 -0.4
S -0.57347 -0.00169 -1.06882 0.0 0.2 0.2
H 1.86422 -0.17424 0.35119 0.2 -0.1 0.0
H 2.30507 1.13647 -0.73851 0.0 0.0 -0.3
H 2.24802 1.43375 0.99820 -0.1 0.0 0.0
H -0.17109 1.13022 1.05062 -0.1 0.0 0.2
H 0.10520 2.19470 -0.32347 0.0 0.2 0.0
H -0.79357 -1.24433 0.76018 0.0 -0.3 -0.3
H -1.91673 -1.54328 1.71630 -0.1 -0.1 0.1
O -1.02260 -1.83696 1.52414 0.0 0.2 0.1
```
Positions in Å, forces in eV/Å.

The value obtained for the HOMO energy is -0.0966 Eh. The relative energy (zero: lowest compared OMol25 entry of this formula, charge and spin) comes out at 1.7 kJ/mol. Its spin multiplicity is 1. For the LUMO energy, the calculation gives 4.36 eV. The electronic energy comes out at -553.8633 Ha. The charge is -1.


5.
# C2H7OS

A 2-piece molecular cluster, C2H7OS overall (ωB97M-V/def2-TZVPD, the Open Molecules 2025 dataset).

Structure (XYZ):
```
11
Properties=species:S:1:pos:R:3:forces:R:3
O -1.88883 0.05490 1.46621 -0.1 -0.1 0.1
H -2.34975 -0.49588 2.11259 0.1 0.2 -0.1
C 0.72503 -0.61332 -1.20378 -0.2 -0.1 0.2
C 0.70790 0.17482 0.09808 -0.5 -0.2 -0.1
S 0.05044 1.86516 -0.08640 0.2 0.0 0.1
H 0.81101 -1.68029 -0.97894 0.3 0.0 -0.1
H 1.49102 -0.31117 -1.91111 0.2 0.0 -0.1
H -0.24252 -0.50817 -1.68825 -0.1 0.1 -0.1
H -0.03744 -0.30541 0.74688 0.0 0.3 0.1
H 1.65848 0.21140 0.61588 0.4 -0.1 -0.1
H -0.92535 1.60796 0.82884 -0.2 -0.1 0.0
```
Positions in Å, forces in eV/Å.

The value obtained for the HOMO energy is -0.1086 Eh. The relative energy (zero: lowest compared OMol25 entry of this formula, charge and spin) comes out at 133.9 kJ/mol. Its spin multiplicity is 1. For the LUMO energy, the calculation gives 3.93 eV. The electronic energy comes out at -553.8130 Ha. The charge is -1.


6.
# C2H7OS

A 2-piece molecular cluster, C2H7OS overall in a non-equilibrium geometry (ωB97M-V/def2-TZVPD, the Open Molecules 2025 dataset).

Structure (XYZ):
```
11
Properties=species:S:1:pos:R:3:forces:R:3
O -2.70630 -4.94389 0.97023 -0.6 -0.5 0.1
H -2.94953 -5.14318 0.05835 0.2 0.2 0.0
C 0.72261 3.39519 -0.81307 0.0 0.5 -0.5
S 0.58498 2.35990 0.49098 0.2 0.0 0.9
C 1.44664 0.80876 0.06954 -0.4 -1.0 0.7
H -0.14518 3.54946 -1.43810 0.1 0.1 -0.3
H 1.62429 3.99159 -0.91466 -0.2 0.2 -0.1
H -3.39360 -5.41652 1.46841 0.4 0.3 0.0
H 0.74168 0.11321 -0.40369 0.3 0.0 -0.4
H 2.35254 0.96147 -0.51040 -0.1 0.2 -0.2
H 1.72186 0.32402 1.02240 0.1 0.1 -0.1
```
Positions in Å, forces in eV/Å.

The value obtained for the HOMO energy is -0.0364 Eh. The relative energy (zero: lowest compared OMol25 entry of this formula, charge and spin) comes out at 261.9 kJ/mol. Its spin multiplicity is 1. For the LUMO energy, the calculation gives 2.57 eV. The electronic energy comes out at -553.7642 Ha. The charge is -1.


7.
# C2H7OS

A 2-piece molecular cluster, C2H7OS overall in a non-equilibrium geometry (ωB97M-V/def2-TZVPD, the Open Molecules 2025 dataset).

Structure (XYZ):
```
11
Properties=species:S:1:pos:R:3:forces:R:3
C 1.23731 -0.71759 1.40452 -0.3 1.0 -0.3
O 0.33346 0.34948 1.42044 0.1 -0.1 -0.6
H 1.14757 -1.29506 0.47185 -0.1 -0.4 0.2
H 2.29174 -0.37649 1.41561 0.0 0.0 0.2
H 1.07990 -1.33964 2.29244 0.1 -0.4 -0.1
C -0.90493 0.95607 -0.90014 1.1 -0.2 0.4
S -1.23230 -0.66612 -1.49952 -0.4 -0.3 -0.4
H -0.19479 1.46028 -1.55782 -0.1 0.2 0.0
H -1.77524 1.56226 -0.66222 -0.1 -0.1 -0.1
H -0.13132 0.57781 0.32479 -0.3 0.3 0.6
H -1.85142 -0.51100 -2.70996 0.0 0.0 0.1
```
Positions in Å, forces in eV/Å.

The value obtained for the HOMO energy is -0.1010 Eh. The relative energy (zero: lowest compared OMol25 entry of this formula, charge and spin) comes out at 221.7 kJ/mol. Its spin multiplicity is 1. For the LUMO energy, the calculation gives 3.82 eV. The electronic energy comes out at -553.7795 Ha. The charge is -1.


8.
# C2H7OS

A 2-piece molecular cluster, C2H7OS overall in a non-equilibrium geometry (ωB97M-V/def2-TZVPD, the Open Molecules 2025 dataset).

Structure (XYZ):
```
11
Properties=species:S:1:pos:R:3:forces:R:3
O -0.73316 -1.11732 3.01613 -0.7 0.5 -0.9
H -1.62805 -0.77426 2.87510 -0.2 -0.3 0.8
C 0.07912 1.88606 -0.58017 1.0 -0.6 -0.1
S 0.02024 0.36287 0.15114 0.3 -0.8 -0.2
C 0.45490 -0.97247 -1.21258 2.5 2.0 -1.3
H -0.63289 2.64539 -0.55374 -1.9 0.5 -0.1
H 0.89844 2.11883 -1.22329 1.0 0.1 0.1
H -0.44216 -0.79970 2.13680 1.0 -0.1 0.1
H 0.61184 -0.24384 -2.14031 -0.3 -1.6 1.8
H 1.55991 -1.31042 -0.90691 -2.5 0.3 -0.7
H -0.18820 -1.79512 -1.56218 0.0 0.0 0.5
```
Positions in Å, forces in eV/Å.

The value obtained for the HOMO energy is -0.0419 Eh. The relative energy (zero: lowest compared OMol25 entry of this formula, charge and spin) comes out at 308.9 kJ/mol. Its spin multiplicity is 1. For the LUMO energy, the calculation gives 3.94 eV. The electronic energy comes out at -553.7463 Ha. The charge is -1.


9.
# C2H7OS

A 2-piece molecular cluster, C2H7OS overall in a non-equilibrium geometry (ωB97M-V/def2-TZVPD, the Open Molecules 2025 dataset).

Structure (XYZ):
```
11
Properties=species:S:1:pos:R:3:forces:R:3
C 0.24403 -1.02455 0.26790 -2.1 -2.1 0.7
S -0.99525 -1.98253 -0.82805 1.4 0.9 0.5
H -0.42954 -0.41979 0.85138 0.2 0.3 0.3
H 1.05083 -0.47116 -0.09054 0.6 1.0 -1.6
H 0.73284 -1.75710 0.89355 -0.2 -0.4 0.4
H -0.35479 -1.76825 -1.97430 0.0 -0.1 -0.3
C 0.78566 3.05505 0.71925 -0.2 1.1 0.5
O 0.82066 1.67884 0.66395 -0.1 1.6 0.3
H -0.25428 3.47354 0.49505 0.9 -0.8 0.0
H 1.52146 3.56889 0.04881 -0.5 -0.5 0.4
H 0.91413 3.48071 1.79024 0.0 -1.0 -1.2
```
Positions in Å, forces in eV/Å.

The value obtained for the HOMO energy (alpha / beta) is -0.3235 / -0.3234 Eh. Its expectation value of S² is 0.75. The relative energy (zero: lowest compared OMol25 entry of this formula, charge and spin) comes out at 185.8 kJ/mol. Its spin multiplicity is 2. For the LUMO energy (alpha / beta), the calculation gives 0.83 / -1.82 eV. The electronic energy comes out at -553.7016 Ha.


10.
# C2H7PS2

A 2-piece molecular cluster, C2H7PS2 overall in a non-equilibrium geometry (ωB97M-V/def2-TZVPD, the Open Molecules 2025 dataset).

Structure (XYZ):
```
12
Properties=species:S:1:pos:R:3:forces:R:3
C -0.43464 1.48051 0.13820 1.8 1.7 -0.7
C 1.57445 -0.65281 0.86954 -0.2 -0.3 -2.2
P -0.88430 0.07259 -0.74171 0.3 0.1 -1.1
S 1.51326 -1.54359 -0.59799 0.8 0.6 -0.9
S -2.42643 -0.45983 0.49700 -2.3 -2.1 0.0
H 0.21984 2.33677 -0.22613 -0.7 -1.6 0.0
H -0.91945 1.79744 1.01879 -0.5 -0.2 1.2
H 2.52461 -0.24214 0.83909 1.5 1.6 0.8
H 1.37160 -1.32062 1.62640 -0.7 -0.9 2.1
H -1.65599 0.61062 -1.74628 -0.5 0.7 -0.9
H 2.17673 -0.57991 -1.37588 -0.7 -1.1 0.6
H -3.05968 -1.49903 -0.30103 1.3 1.6 1.1
```
Positions in Å, forces in eV/Å.

The value obtained for the HOMO energy (alpha / beta) is -0.2819 / -0.2791 Eh. The relative energy (zero: lowest compared OMol25 entry of this formula, charge and spin) comes out at 513.1 kJ/mol. Its spin multiplicity is 1. For the LUMO energy (alpha / beta), the calculation gives -0.11 / -0.13 eV. The electronic energy comes out at -1217.9396 Ha.